{"formula": "C38H41Cl2N6O3RhTe", "method": "ωB97M-V with the def2-TZVPD basis set", "elements": ["Rh", "C", "N", "C", "C", "N", "C", "C", "C", "C", "C", "C", "N", "C", "N", "C", "C", "C", "C", "C", "C", "N", "H", "H", "H", "H", "H", "H", "H", "H", "H", "H", "H", "H", "H", "H", "H", "C", "C", "O", "N", "Te", "C", "C", "C", "C", "C", "C", "C", "C", "C", "C", "C", "C", "C", "C", "C", "C", "C", "C", "H", "H", "H", "H", "H", "H", "H", "H", "H", "H", "H", "H", "H", "H", "H", "H", "H", "H", "H", "H", "H", "H", "H", "H", "H", "Cl", "C", "Cl", "C", "O", "O", "H"], "xyz": [[0.15614, 0.49917, -0.30683], [-0.87187, 0.01074, 2.54007], [0.41280, -0.12805, 1.85112], [1.61348, 0.48452, 2.45731], [2.61972, 0.56569, 1.36101], [2.36484, 0.07350, 0.17616], [3.51961, 0.33964, -0.59439], [3.81253, 0.03032, -1.91870], [5.04185, 0.42419, -2.40896], [5.97863, 1.08803, -1.59687], [5.70555, 1.37500, -0.27389], [4.45289, 0.99024, 0.19666], [3.84919, 1.08982, 1.45649], [-1.87220, -0.44527, 1.54544], [-1.47942, -0.76799, 0.34250], [-2.60552, -1.28524, -0.32105], [-2.72832, -1.82111, -1.59871], [-3.97698, -2.28822, -1.96379], [-5.07269, -2.22271, -1.08074], [-4.94791, -1.70173, 0.19304], [-3.68222, -1.24361, 0.55070], [-3.17063, -0.70365, 1.74114], [-1.02260, 1.05234, 2.81600], [-0.93940, -0.59426, 3.44338], [0.60301, -1.10137, 1.65191], [2.01176, -0.11129, 3.27796], [1.37034, 1.47633, 2.82016], [3.10045, -0.50531, -2.54009], [5.29424, 0.21308, -3.44372], [6.94071, 1.36607, -2.01348], [6.43231, 1.86667, 0.36674], [4.19398, 1.62631, 2.23341], [-1.87056, -1.85784, -2.26837], [-4.12096, -2.71662, -2.95084], [-6.04034, -2.59494, -1.40886], [-5.79045, -1.66407, 0.87813], [-3.68933, -0.51366, 2.58155], [-0.01083, 4.63628, 0.19143], [0.30253, 3.17881, 0.45033], [1.38843, 2.88381, 0.96383], [-0.68036, 2.26433, 0.11291], [-2.83156, 2.88716, 0.68399], [-4.68029, 2.66519, 1.84601], [-5.80980, 1.96541, 1.39621], [-5.84251, 1.19110, 0.09641], [-6.96058, 1.99508, 2.18650], [-6.99756, 2.65270, 3.40706], [-8.25328, 2.67471, 4.24862], [-5.83800, 3.28375, 3.85588], [-4.66527, 3.29802, 3.10857], [-3.45304, 4.00719, 3.68939], [-3.77967, 3.28797, -1.17675], [-4.42675, 4.53341, -1.27624], [-4.54751, 5.55474, -0.15306], [-5.03113, 4.86899, -2.48926], [-5.00684, 4.02914, -3.58514], [-5.66530, 4.41139, -4.89080], [-4.35140, 2.80573, -3.45759], [-3.73188, 2.41390, -2.27897], [-3.10001, 1.05280, -2.22938], [0.93157, 5.15819, 0.03430], [-0.49686, 5.05907, 1.07140], [-0.66327, 4.76601, -0.67226], [-4.85992, 0.79347, -0.14148], [-6.15099, 1.82999, -0.73926], [-6.54711, 0.35674, 0.15852], [-7.85159, 1.48005, 1.83009], [-9.01298, 2.00118, 3.84989], [-8.67648, 3.68222, 4.27828], [-8.03710, 2.38448, 5.27967], [-5.84661, 3.78067, 4.82546], [-3.62555, 4.25342, 4.73749], [-3.24263, 4.93905, 3.15785], [-2.55320, 3.39363, 3.63442], [-3.94636, 5.31227, 0.71393], [-5.58657, 5.62903, 0.18224], [-4.24416, 6.54257, -0.50625], [-5.52844, 5.83572, -2.56652], [-6.13152, 5.39556, -4.83379], [-6.43038, 3.68162, -5.16354], [-4.92943, 4.42717, -5.70017], [-4.32339, 2.12709, -4.31029], [-2.97769, 0.64207, -3.23198], [-3.72668, 0.35645, -1.66474], [-2.13271, 1.08646, -1.76784], [1.46579, -0.14718, -5.11508], [0.83580, 1.27669, -4.27596], [-0.75716, 1.75702, -4.90237], [0.69843, 1.01774, -2.78601], [1.14720, 1.85218, -1.98954], [0.10535, -0.03952, -2.36784], [1.51078, 2.09525, -4.43498]], "mulliken_spin": [0.042, -0.012, -0.004, -0.002, -0.003, 0.008, 0.004, -0.001, 0.000, 0.000, 0.000, 0.000, 0.000, -0.024, -0.001, -0.012, -0.006, 0.001, 0.001, 0.001, 0.032, 0.016, -0.005, -0.003, 0.003, 0.000, -0.001, 0.000, 0.000, 0.000, 0.000, 0.000, 0.000, 0.000, 0.000, 0.000, 0.002, -0.001, 0.031, 0.049, 0.206, 0.500, 0.143, -0.075, 0.014, -0.003, 0.018, 0.000, -0.005, 0.018, 0.017, 0.084, 0.006, 0.006, 0.001, -0.002, 0.000, 0.002, -0.077, 0.023, -0.001, -0.001, 0.001, 0.019, 0.000, 0.001, -0.001, 0.000, 0.001, 0.001, 0.001, -0.001, -0.004, 0.002, -0.005, -0.001, 0.001, 0.002, 0.000, 0.000, 0.000, 0.000, 0.000, -0.008, -0.007, 0.000, 0.000, 0.000, -0.005, 0.003, 0.007, 0.000], "fmax_ha_per_bohr": 0.039, "lumo_ev": [-3.49, -4.19], "multiplicity": 2, "gap_ev": [6.631, 6.271], "relative_energy_ev": 2.248, "charge": 1, "s_squared": 0.7728}

***

{"formula": "C4H12N2", "method": "ωB97M-V with the def2-TZVPD basis set", "elements": ["N", "C", "C", "N", "C", "C", "H", "H", "H", "H", "H", "H", "H", "H", "H", "H", "H", "H"], "xyz": [[3.09497, -1.01221, -0.12535], [1.95780, -1.00366, 0.63643], [-0.79760, 0.86399, 1.26635], [-1.32048, 0.22293, -0.01565], [-2.59870, 0.34796, -0.74956], [-0.26367, 0.54770, -0.94414], [4.02719, -0.86750, 0.24729], [1.24632, -1.54902, 0.00634], [1.94836, -1.44894, 1.62304], [1.20421, -0.18878, 0.66440], [-1.14328, 0.29600, 2.12937], [-1.06268, 1.89275, 1.10937], [-2.57361, -0.45557, -1.49188], [-2.72205, 1.29829, -1.34980], [-3.45097, 0.21405, -0.04649], [0.69848, 0.05522, -0.52508], [-0.29511, 0.15863, -1.95724], [-0.26163, 1.66641, -0.91140]], "mulliken_spin": [0.780, -0.111, 0.123, 0.051, 0.000, -0.008, -0.015, 0.013, 0.016, 0.107, 0.006, 0.010, 0.000, 0.007, -0.001, 0.006, 0.007, 0.009], "fmax_ha_per_bohr": 0.137, "lumo_ev": [-8.35, -7.84], "multiplicity": 2, "gap_ev": [5.196, 6.077], "relative_energy_ev": 7.545, "charge": 1, "s_squared": 0.7817}

***

{"formula": "C4H11N3", "method": "ωB97M-V with the def2-TZVPD basis set", "elements": ["C", "C", "C", "N", "C", "N", "N", "H", "H", "H", "H", "H", "H", "H", "H", "H", "H", "H"], "xyz": [[-1.02507, 1.37827, 0.52780], [0.00415, 0.47679, 1.18253], [0.02307, -0.96222, 0.69809], [2.18946, -0.92537, -1.22687], [0.84825, -0.90441, -1.50310], [-0.16427, -1.08410, -0.74408], [-2.34241, 0.78061, 0.37814], [-1.07549, 2.33125, 1.06835], [-0.61157, 1.68853, -0.44332], [0.08648, 0.55955, 2.26543], [0.99509, 0.89447, 0.92810], [0.94637, -1.43316, 1.02145], [-0.72575, -1.61965, 1.15160], [2.82224, -1.01005, -2.02064], [2.50322, -0.44403, -0.38836], [0.64275, -0.82469, -2.57050], [-2.93737, 1.23969, -0.29983], [-2.17917, -0.14148, -0.02478]], "mulliken_spin": [0.071, 1.424, 0.054, 0.023, 1.308, -0.542, 0.015, -0.121, -0.064, -0.491, 0.096, -0.234, -0.058, -0.040, -0.033, -0.372, -0.053, 0.016], "fmax_ha_per_bohr": 0.024, "lumo_ev": [3.95, 4.26], "multiplicity": 2, "gap_ev": [2.248, 9.341], "relative_energy_ev": 1.190, "charge": -1, "s_squared": 0.7509}

***

{"formula": "C28H46BrFeN6OSSi", "method": "ωB97M-V with the def2-TZVPD basis set", "elements": ["Fe", "C", "C", "N", "N", "C", "N", "S", "C", "C", "C", "C", "C", "N", "H", "H", "H", "H", "H", "H", "H", "H", "H", "C", "C", "O", "N", "C", "C", "C", "C", "C", "C", "N", "H", "H", "H", "H", "H", "H", "H", "H", "H", "H", "C", "C", "C", "C", "Si", "Br", "C", "C", "C", "C", "C", "C", "C", "C", "H", "H", "H", "H", "H", "H", "H", "H", "H", "H", "H", "H", "H", "H", "H", "H", "H", "H", "H", "H", "H", "H", "H", "H", "H", "H", "H"], "xyz": [[-0.33127, 0.57483, -0.12339], [-1.34110, -0.93136, 3.64694], [-0.64254, -0.36984, 2.45840], [-1.22369, 0.33573, 1.55289], [-2.56679, 0.56090, 1.66735], [-3.01492, 1.29823, 0.69480], [-4.31009, 1.62632, 0.64789], [-1.98423, 1.91614, -0.58645], [0.77149, -0.67226, 2.18649], [1.64816, -1.16712, 3.13940], [2.93140, -1.51101, 2.74741], [3.28883, -1.37696, 1.41281], [2.37463, -0.83933, 0.52772], [1.15105, -0.46727, 0.90943], [-2.40927, -0.98468, 3.46372], [-0.94910, -1.91911, 3.88374], [-1.18588, -0.28726, 4.51695], [-4.90639, 1.37585, 1.42012], [-4.66768, 2.23082, -0.06968], [1.32497, -1.28218, 4.16421], [3.63798, -1.89588, 3.47018], [4.26660, -1.66953, 1.05770], [2.63023, -0.68658, -0.51257], [-3.21792, -1.78888, -1.39951], [-1.73828, -1.62747, -1.47813], [-1.07772, -1.13855, -0.52353], [-1.08394, -1.99760, -2.55968], [0.35578, -1.77332, -2.67760], [0.60171, -0.37096, -3.16975], [1.12505, -0.16766, -4.43371], [1.21782, 1.12106, -4.93459], [0.77098, 2.16094, -4.14399], [0.30167, 1.87817, -2.87419], [0.22366, 0.64217, -2.36270], [-3.52669, -1.77144, -0.35805], [-3.55529, -2.70798, -1.87595], [-3.67876, -0.94229, -1.91458], [-1.60204, -2.34186, -3.35481], [0.75654, -2.51914, -3.35876], [0.80787, -1.92249, -1.70010], [1.42451, -1.01856, -5.03055], [1.60378, 1.30029, -5.92920], [0.79166, 3.18431, -4.48963], [-0.01863, 2.68930, -2.23816], [1.48570, 5.04368, 2.49982], [2.84960, 4.50462, 2.04836], [3.11191, 3.21535, 2.84288], [3.93969, 5.53109, 2.43097], [2.92197, 4.30989, 0.15347], [1.60282, 2.22846, -0.06963], [1.92173, 5.54741, -0.88301], [2.17861, 5.35386, -2.38245], [0.40568, 5.46873, -0.65321], [2.40238, 6.96193, -0.48865], [4.55168, 3.66911, -0.60069], [5.29031, 2.74289, 0.37391], [5.43773, 4.90936, -0.85481], [4.39090, 2.91558, -1.93127], [1.50647, 5.16814, 3.58582], [0.67383, 4.35206, 2.26110], [1.24916, 6.01703, 2.07346], [2.95665, 3.44053, 3.90177], [4.12926, 2.84606, 2.73952], [2.42391, 2.41308, 2.57347], [3.93201, 5.66331, 3.51639], [3.77226, 6.51313, 1.98576], [4.94188, 5.19887, 2.15669], [1.97148, 4.33174, -2.70269], [3.19724, 5.60602, -2.67349], [1.51318, 6.02103, -2.93863], [0.00031, 4.49540, -0.93384], [-0.07302, 6.22579, -1.28048], [0.11123, 5.66569, 0.37424], [3.47069, 7.10832, -0.66172], [2.18989, 7.20179, 0.55297], [1.87270, 7.69512, -1.10329], [5.54605, 3.23479, 1.31088], [6.22919, 2.42923, -0.09044], [4.71232, 1.84340, 0.60196], [5.67585, 5.45072, 0.06264], [4.98962, 5.61181, -1.55729], [6.38524, 4.57871, -1.28916], [3.66910, 2.09958, -1.87366], [5.36017, 2.48197, -2.19268], [4.10071, 3.56979, -2.75085]], "mulliken_spin": [1.042, -0.002, 0.006, -0.059, -0.001, 0.015, -0.003, -0.001, 0.002, -0.003, 0.002, 0.002, 0.005, 0.003, 0.000, 0.000, 0.001, 0.000, 0.001, 0.000, 0.000, 0.000, -0.001, 0.001, 0.009, 0.006, -0.007, -0.002, -0.001, -0.004, 0.001, -0.001, 0.001, -0.011, 0.000, 0.001, 0.000, 0.000, 0.001, 0.000, 0.000, 0.000, 0.000, 0.005, 0.002, 0.005, 0.001, 0.002, -0.001, -0.015, 0.000, -0.001, 0.001, 0.000, -0.002, 0.000, 0.001, -0.004, 0.000, 0.000, 0.000, 0.000, 0.000, -0.001, 0.000, 0.000, 0.000, 0.000, 0.000, 0.000, 0.001, 0.000, 0.001, 0.000, 0.000, 0.000, 0.000, 0.000, 0.000, 0.000, 0.000, 0.000, 0.002, 0.000, 0.000], "fmax_ha_per_bohr": 0.029, "lumo_ev": [-6.84, -6.39], "multiplicity": 2, "gap_ev": [7.027, 7.555], "relative_energy_ev": 0.803, "charge": 2, "s_squared": 0.9103}

***

{"formula": "C12H15AuBF6N4OS2Se2Te2", "method": "ωB97M-V with the def2-TZVPD basis set", "elements": ["Au", "C", "N", "C", "C", "N", "B", "N", "C", "C", "N", "C", "C", "S", "C", "S", "H", "H", "H", "H", "H", "H", "H", "H", "H", "H", "H", "H", "Se", "Te", "Te", "Se", "C", "C", "O", "C", "F", "F", "F", "C", "F", "F", "F", "H", "H", "H"], "xyz": [[0.72544, 0.79086, -1.43488], [4.79775, 0.78703, 0.04022], [3.96243, -0.28759, 0.54116], [4.38253, -1.58797, 0.74638], [3.35363, -2.23800, 1.32648], [2.30725, -1.35424, 1.48324], [1.02894, -1.67697, 2.30652], [-0.27963, -1.90016, 1.44256], [-1.43765, -2.24044, 2.10858], [-2.40700, -2.47052, 1.19913], [-1.84459, -2.24929, -0.03479], [-2.53096, -2.27656, -1.31063], [-0.54293, -1.89828, 0.12614], [0.51529, -1.69822, -1.22012], [2.68348, -0.15732, 0.99005], [1.75768, 1.27884, 0.90343], [5.25375, 0.49565, -0.90109], [5.57163, 1.02912, 0.77257], [4.17038, 1.65702, -0.12411], [5.36338, -1.92506, 0.45810], [3.27100, -3.26456, 1.63951], [0.80676, -0.76723, 3.06640], [1.24728, -2.72788, 2.87564], [-1.46916, -2.28795, 3.18397], [-3.43986, -2.74975, 1.31931], [-3.55839, -2.59552, -1.14409], [-2.03543, -2.96643, -1.99025], [-2.51191, -1.27592, -1.74107], [0.99448, 3.17664, -2.16281], [3.16306, 3.46093, -3.29844], [3.18841, 1.10373, -4.65417], [2.86048, -0.30739, -2.66226], [-3.68454, 1.04437, 0.19714], [-2.45652, 1.75010, -0.41445], [-1.52196, 0.86335, -0.83780], [-1.92347, 2.71029, 0.68630], [-2.85063, 3.64064, 1.06131], [-0.82840, 3.39304, 0.32343], [-1.60995, 2.01261, 1.79102], [-3.00008, 2.58920, -1.61317], [-3.32805, 1.75604, -2.62248], [-2.11734, 3.47415, -2.10605], [-4.12715, 3.29565, -1.32622], [-3.33817, 0.42373, 1.01566], [-4.13779, 0.41471, -0.56932], [-4.42348, 1.75557, 0.56394]], "mulliken_spin": [0.353, 0.010, 0.019, 0.008, 0.005, 0.009, -0.002, 0.016, -0.001, 0.010, 0.010, 0.002, -0.004, 0.155, -0.003, 0.186, 0.001, -0.002, -0.007, 0.002, 0.002, 0.003, 0.001, 0.001, 0.001, 0.000, -0.002, 0.000, 0.529, 0.158, 0.094, 0.418, 0.008, -0.010, 0.030, 0.002, 0.000, 0.002, 0.000, -0.002, 0.000, -0.001, 0.000, -0.002, 0.001, 0.002], "fmax_ha_per_bohr": 0.009, "lumo_ev": [2.07, 0.24], "multiplicity": 3, "gap_ev": [6.064, 4.546], "relative_energy_ev": 0.421, "charge": -1, "s_squared": 2.0214}

***

Ordered DFT total energy results: -3325.61086, -268.52356, -323.18390, -6023.33713, -7655.77945; unit Ha.